Entry P
C4H11N3O as an isolated structure, computed with ωB97M-V with the def2-TZVPD basis set.

molecular weight = 117.15 g/mol
highest occupied orbital energy = -0.3157 Eh

The geometry in ORCA input format:
```
! wB97M-V def2-TZVPD RIJCOSX def2/J DEFGRID3
* xyz 0 1
C 0.8574 1.6741 2.0017
C 1.7779 -0.6113 -0.5919
C -1.8077 -0.2556 -1.7973
N 0.6263 -0.0230 0.0843
N -0.9788 -1.1417 -1.0054
C -0.4339 -0.6421 0.5494
O 1.2967 0.3984 1.6180
N -1.2704 -0.6207 1.4700
H -0.2690 -1.5785 -1.5841
H -2.1818 -0.9781 1.1985
H -0.1714 1.6660 2.3873
H 0.9438 2.4065 1.1858
H 1.5050 2.0259 2.8171
H 1.8626 -1.6870 -0.4226
H 2.6750 -0.1340 -0.1952
H 1.7053 -0.3983 -1.6598
H -1.2362 0.5314 -2.3026
H -2.3195 -0.8415 -2.5717
H -2.5813 0.2094 -1.1817
*
```

Atomic partial charges in e from the natural (NBO) method, atoms 1 to 2: C -0.2652; C -0.4307

Entry Q
C4H11N3O in the gas phase, computed with ωB97M-V with the def2-TZVPD basis set.

molecular weight = 117.15 g/mol
SMILES string = CC(C)=NN(N)CO
highest occupied orbital energy = -0.2458 Eh

The geometry in ORCA input format:
```
! wB97M-V def2-TZVPD RIJCOSX def2/J DEFGRID3
* xyz 0 1
C 2.1642 0.8292 -0.7839
C 0.8196 0.1830 -0.5734
C 0.7190 -1.2810 -0.9267
N -0.1822 0.9779 -0.2812
N -1.2974 0.3842 0.1026
N -2.4014 1.1436 -0.3026
C -1.1827 -0.3254 1.7074
O -0.1019 -1.1129 2.1063
H 2.1378 1.8822 -0.4968
H 2.4601 0.7531 -1.8353
H 2.9216 0.3227 -0.1775
H -0.3107 -1.6265 -1.0148
H 1.2239 -1.4500 -1.8850
H 1.1911 -1.8923 -0.1522
H -3.2506 0.5887 -0.2802
H -2.2664 1.4656 -1.2594
H -1.2104 0.5950 2.2925
H -2.1003 -0.9042 1.7678
H 0.6667 -0.5329 1.9923
*
```

Atomic partial charges in e from the natural (NBO) method, atoms 1 to 2: C -0.6566; C 0.2283

Most stable structure, least stable structure: entry Q, entry P.

Entry P
A 2-piece molecular cluster, C4H12NO overall, computed with ωB97M-V with the def2-TZVPD basis set.

molecular weight = 90.15 g/mol
highest occupied orbital energy = -0.5458 Eh

The geometry in ORCA input format:
```
! wB97M-V def2-TZVPD RIJCOSX def2/J DEFGRID3
* xyz 1 1
O -3.9332 -0.1404 -0.1345
C -2.6212 -0.3014 0.3588
C -1.8801 0.7641 -0.4401
N -0.5505 0.7062 -0.4368
C 2.4168 -0.9120 -0.0997
C 3.3260 0.1849 0.4826
H -4.5185 -0.7912 0.2774
H -2.2142 -1.2859 0.1475
H -2.5682 -0.0942 1.4388
H -2.2828 1.7880 -0.2014
H -2.2171 0.7060 -1.5277
H 1.5911 -0.4063 -0.5968
H -0.1657 1.4168 -1.0870
H 2.9678 -1.4968 -0.8169
H 2.0023 -1.5168 0.7078
H 4.2771 0.2142 -0.0240
H 3.5182 -0.0010 1.5364
H 2.8523 1.1658 0.4157
*
```

Atomic partial charges in e from the natural (NBO) method, atoms 1 to 2: O -0.7048; C -0.0896

Entry Q
An isolated ion of composition C4H12NO and charge +1, computed with ωB97M-V with the def2-TZVPD basis set.

molecular weight = 90.15 g/mol
SMILES string = C[NH2+][C@@H](C)CO
highest occupied orbital energy = -0.5460 Eh

The geometry in ORCA input format:
```
! wB97M-V def2-TZVPD RIJCOSX def2/J DEFGRID3
* xyz 1 1
C 0.8271 1.7006 0.8229
N 0.4573 0.2053 1.1570
C 0.1172 -0.7904 0.0002
C -0.3213 -2.2356 0.3523
C -0.9323 0.0155 -0.9104
O -0.2145 0.9992 -1.5417
H 1.7726 1.5588 0.2328
H 1.1743 2.1278 1.8049
H 0.2343 2.2907 0.1084
H -0.3518 0.2900 1.8301
H 1.2898 -0.1578 1.7246
H 1.0742 -0.7212 -0.5793
H 0.1904 -2.3892 1.3608
H -1.4158 -2.3040 0.6707
H 0.0004 -2.8846 -0.4246
H -1.3277 -0.7890 -1.5561
H -1.6897 0.3874 -0.1337
H -0.5798 1.0197 -2.3943
*
```

Atomic partial charges in e from the natural (NBO) method, atoms 1 to 2: C -0.4362; N -0.5417

Most stable structure, least stable structure: entry Q, entry P.

Entry P
A 2-piece molecular cluster, C4H12NO overall, computed with ωB97M-V with the def2-TZVPD basis set.

molecular weight = 90.15 g/mol
highest occupied orbital energy = -0.5848 Eh

The geometry in ORCA input format:
```
! wB97M-V def2-TZVPD RIJCOSX def2/J DEFGRID3
* xyz 1 1
C -2.1336 0.1644 0.0923
C 0.5247 -1.3751 -0.6562
C -0.8049 0.7372 0.0188
C 0.2349 -0.2702 0.4049
N 1.8428 0.9537 -0.0357
O 0.2730 -0.5369 1.7305
H -2.8088 0.9801 0.0425
H -2.3195 -0.5142 -0.7036
H -2.1006 -0.0695 1.0989
H 1.2420 -2.2027 -0.4344
H 0.7739 -0.8871 -1.5788
H -0.4958 -1.7685 -0.7671
H -0.4942 1.0434 -1.0410
H -0.7738 1.6992 0.5197
H 2.2250 1.6181 0.6552
H 2.5174 0.2602 -0.5595
H 1.5080 1.5222 -0.8105
H 0.7893 -1.3544 2.0241
*
```

Atomic partial charges in e from the natural (NBO) method, atoms 1 to 2: C -0.6192; C -0.7166

Entry Q
A 2-piece molecular cluster, C4H12NO overall, computed with ωB97M-V with the def2-TZVPD basis set.

molecular weight = 90.15 g/mol
highest occupied orbital energy = -0.5492 Eh

The geometry in ORCA input format:
```
! wB97M-V def2-TZVPD RIJCOSX def2/J DEFGRID3
* xyz 1 1
C 2.3489 0.6347 -0.6501
C 1.0306 0.2213 -1.1851
C 0.0813 -0.2982 -0.0054
C -2.2031 -1.0543 -0.5992
N -0.9234 -1.2627 -0.6465
H 3.1891 0.9899 -1.3075
H 2.6606 -0.1949 -0.0415
H 2.1460 1.6044 -0.2288
H 1.1512 -0.5914 -1.8829
H 0.5775 1.0610 -1.8234
H -0.4920 0.5557 0.4699
H 0.5607 -0.8268 0.9171
H -2.5983 -0.1015 -0.2027
H -2.9558 -1.8202 -0.9740
H -0.6436 -2.0846 -1.2199
H -1.3189 1.5420 2.8374
H 0.0965 1.9844 2.7152
O -0.4319 1.2125 2.4881
*
```

Atomic partial charges in e from the natural (NBO) method, atoms 1 to 2: C -0.6310; C -0.4063

Entry R
An isolated ion of composition C4H12NO and charge +1, computed with ωB97M-V with the def2-TZVPD basis set.

molecular weight = 90.15 g/mol
SMILES string = [NH3+]CCCCO
highest occupied orbital energy = -0.5513 Eh

The geometry in ORCA input format:
```
! wB97M-V def2-TZVPD RIJCOSX def2/J DEFGRID3
* xyz 1 1
N 0.2548 1.7406 0.7838
C 1.2550 0.5725 0.5213
C 0.6938 -0.7802 0.9679
C -0.7506 -1.2342 0.3328
C -0.6648 -1.0370 -1.1550
O -0.7040 0.3688 -1.3988
H -0.1751 1.8023 1.7214
H -0.5182 1.3663 0.1630
H 0.3362 2.7325 0.5199
H 1.4112 0.5282 -0.5506
H 2.0570 0.8757 1.2003
H 1.3994 -1.5796 0.6973
H 0.8684 -0.6627 2.0474
H -1.3838 -0.5114 0.8372
H -1.1331 -2.1314 0.8334
H 0.2806 -1.3597 -1.5688
H -1.5343 -1.5690 -1.5664
H -0.9093 0.6033 -2.3079
*
```

Atomic partial charges in e from the natural (NBO) method, atoms 1 to 2: N -0.7413; C -0.2024

Most stable structure, least stable structure: entry R, entry Q.

Entry P
C4H12NO as an isolated structure, computed with ωB97M-V with the def2-TZVPD basis set.

molecular weight = 90.15 g/mol
highest occupied orbital energy = -0.5462 Eh

The geometry in ORCA input format:
```
! wB97M-V def2-TZVPD RIJCOSX def2/J DEFGRID3
* xyz 1 1
C 1.1936 -0.9145 0.8851
C 1.6994 1.1472 -0.5027
C -0.6800 -0.1494 -0.9968
C -1.8491 -0.5293 -0.1412
N 0.7548 0.2880 0.1733
O -2.0649 0.4037 0.9273
H 1.4277 -1.7528 0.1702
H 2.0336 -0.6549 1.5115
H 0.4237 -1.3012 1.5132
H 2.0552 0.6854 -1.4032
H 1.1502 2.1458 -0.8573
H 2.3561 1.4205 0.3272
H -0.6030 0.7668 -1.4184
H -0.2670 -0.9514 -1.6611
H -2.7899 -0.3403 -0.9001
H -2.0757 -1.4691 0.3771
H 0.2069 0.8752 0.8482
H -2.9717 0.3304 1.1480
*
```

Atomic partial charges in e from the natural (NBO) method, atoms 1 to 2: C -0.4294; C -0.4295

Entry Q
A 2-piece molecular cluster, C4H12NO overall, computed with ωB97M-V with the def2-TZVPD basis set.

molecular weight = 90.15 g/mol
highest occupied orbital energy = -0.5477 Eh

The geometry in ORCA input format:
```
! wB97M-V def2-TZVPD RIJCOSX def2/J DEFGRID3
* xyz 1 1
C 0.1097 1.9424 0.9578
C -1.0419 1.1716 0.3318
C -0.4464 -0.1972 -0.0179
C -0.9502 -2.1266 -1.3798
N -1.3854 -1.0818 -0.8065
H 0.9191 2.0538 0.2689
H 0.5104 1.4404 1.8444
H -0.2225 2.8843 1.3943
H -1.3952 1.6643 -0.5471
H -1.9544 0.9631 0.8946
H -0.1633 -0.7804 0.8477
H 0.3573 -0.0050 -0.7257
H 0.1085 -2.1643 -1.6046
H -1.6030 -2.8086 -1.9129
H -2.3760 -0.8494 -0.8199
H 3.2135 -0.6446 1.2202
H 3.4889 -0.6098 -0.3053
O 2.8310 -0.8523 0.3600
*
```

Atomic partial charges in e from the natural (NBO) method, atoms 1 to 2: C -0.6128; C -0.4141

Most stable structure, least stable structure: entry Q, entry P.